# 1
DFT (ωB97M-V/def2-TZVPD) results for C30H40N5O4S2V as an isolated structure in a non-equilibrium geometry.

Geometry as ORCA input:
```
! RIJCOSX wB97M-V def2-TZVPD def2/J DEFGRID3
* xyz 1 4
V 9.18 12.28 7.69
C 8.41 12.39 4.55
C 9.02 11.02 4.27
O 9.95 10.70 5.30
C 9.79 9.43 5.94
C 10.29 9.43 7.33
O 9.32 10.30 8.02
C 8.95 10.11 9.47
C 6.95 11.76 9.65
O 7.30 12.30 8.35
C 6.14 12.19 7.46
C 6.61 12.69 6.12
O 7.95 12.11 5.89
H 7.60 12.66 3.93
H 9.07 13.24 4.49
H 9.53 11.03 3.31
H 8.19 10.28 4.31
H 10.29 8.71 5.27
H 8.75 9.07 5.94
H 11.31 9.84 7.37
H 10.26 8.44 7.80
H 10.84 10.45 10.42
H 9.12 9.04 9.71
H 7.43 12.46 10.34
H 5.92 11.79 9.83
H 5.34 12.82 7.80
H 5.95 11.14 7.43
H 6.63 13.80 6.05
H 5.98 12.32 5.29
C 14.40 13.27 10.01
C 13.55 14.53 9.97
N 12.70 14.48 8.78
C 11.74 13.56 8.57
S 11.44 12.88 6.95
N 11.21 12.85 9.64
N 10.16 12.25 9.44
C 9.93 11.00 10.28
C 9.48 11.45 11.66
C 7.40 10.31 9.68
C 6.97 9.71 11.07
C 7.01 8.35 11.15
C 7.07 7.65 9.92
C 6.75 8.26 8.77
N 6.75 9.61 8.60
H 15.16 13.30 10.80
H 14.87 13.09 9.01
H 13.80 12.36 10.17
H 14.11 15.39 9.99
H 12.91 14.57 10.82
H 13.18 14.92 7.97
H 10.29 12.19 11.87
H 9.49 10.65 12.41
H 8.48 11.88 11.66
H 6.77 10.30 11.90
H 6.73 7.86 12.07
H 7.17 6.58 9.92
H 6.54 7.70 7.88
N 9.04 14.44 7.40
S 8.36 15.40 8.61
C 9.49 16.36 9.48
C 9.74 16.11 10.86
C 10.72 16.83 11.49
C 11.47 17.78 10.82
C 11.12 18.06 9.53
C 10.18 17.31 8.81
C 7.51 16.78 7.82
C 6.89 17.75 8.59
C 6.09 18.68 7.91
C 5.79 18.53 6.55
C 6.45 17.59 5.86
C 7.33 16.72 6.46
H 9.78 14.85 6.86
H 9.16 15.27 11.35
H 10.78 16.58 12.57
H 12.23 18.30 11.41
H 11.60 18.84 8.96
H 9.90 17.69 7.84
H 6.98 17.82 9.67
H 5.52 19.39 8.54
H 5.09 19.18 5.97
H 6.36 17.54 4.78
H 7.80 15.95 5.84
*
```

HOMO level (spin up / spin down)	-8.0 / -8.0	eV
<S²>	3.77
molar mass	649.8	g/mol
orbital gap (spin up / spin down)	4.748 / 4.295	eV

---

# 2
DFT (ωB97M-V/def2-TZVPD) results for C40H62BN12O2SSn as an isolated structure in a non-equilibrium geometry.

Geometry as ORCA input:
```
! RIJCOSX wB97M-V def2-TZVPD def2/J DEFGRID3
* xyz 1 1
Sn 10.04 -2.28 18.66
C 8.71 -4.83 16.19
N 9.97 -4.49 15.54
C 10.77 -5.65 15.20
C 10.35 -3.18 15.38
N 9.98 -2.26 16.26
C 9.85 -0.89 15.76
C 8.76 -0.18 16.57
N 9.10 -0.14 18.04
C 10.06 0.99 18.38
C 10.54 0.84 19.80
N 10.71 -0.56 20.17
C 13.18 -0.77 20.88
N 13.61 0.49 21.04
C 14.95 0.90 20.64
C 13.00 1.42 21.99
N 13.48 -1.45 19.74
C 13.97 -2.80 19.85
C 13.55 -0.89 18.37
C 7.90 -0.08 18.94
C 7.07 -1.37 18.94
N 7.86 -2.54 19.31
C 7.17 -3.57 19.86
N 5.78 -3.70 19.78
C 5.00 -4.13 20.93
C 5.02 -3.36 18.57
N 7.80 -4.52 20.60
C 9.00 -4.24 21.37
C 7.43 -5.94 20.58
N 11.07 -2.90 14.21
C 12.07 -1.85 14.15
C 10.77 -3.50 12.90
H 8.07 -5.38 15.50
H 8.19 -3.89 16.43
H 8.87 -5.41 17.09
H 10.92 -6.25 16.10
H 11.73 -5.34 14.80
H 10.24 -6.28 14.47
H 9.58 -0.85 14.69
H 10.82 -0.37 15.90
H 7.84 -0.75 16.45
H 8.60 0.83 16.21
H 9.56 1.95 18.25
H 10.91 0.94 17.69
H 9.82 1.29 20.52
H 11.45 1.42 19.91
H 15.26 0.29 19.78
H 15.65 0.72 21.47
H 14.95 1.95 20.36
H 11.92 1.37 21.95
H 13.29 2.43 21.68
H 13.32 1.23 23.01
H 13.78 -3.15 20.87
H 15.06 -2.86 19.70
H 13.41 -3.48 19.19
H 13.54 0.19 18.39
H 12.68 -1.27 17.79
H 14.46 -1.23 17.89
H 7.26 0.78 18.65
H 8.29 0.09 19.95
H 6.65 -1.50 17.94
H 6.25 -1.24 19.65
H 5.64 -4.25 21.81
H 4.44 -5.05 20.74
H 4.24 -3.37 21.16
H 5.68 -3.07 17.76
H 4.31 -2.54 18.71
H 4.47 -4.26 18.28
H 9.16 -3.18 21.41
H 9.88 -4.74 20.92
H 8.84 -4.59 22.40
H 6.54 -6.17 20.02
H 7.32 -6.32 21.60
H 8.25 -6.49 20.11
H 12.35 -1.50 15.15
H 11.73 -0.99 13.56
H 12.96 -2.26 13.68
H 9.86 -4.10 12.95
H 11.61 -4.12 12.56
H 10.61 -2.69 12.18
C 10.89 -0.84 21.49
C 12.17 -1.28 21.82
C 12.59 -2.02 23.02
C 13.96 -2.03 23.41
C 14.40 -2.80 24.46
C 13.48 -3.57 25.16
C 12.13 -3.61 24.81
C 11.69 -2.82 23.78
H 14.69 -1.44 22.86
H 15.45 -2.82 24.75
H 13.82 -4.16 26.03
H 11.41 -4.19 25.39
H 10.63 -2.74 23.60
O 8.34 -1.16 22.41
B 9.69 -0.70 22.54
O 9.92 -0.10 23.83
C 8.67 -0.20 24.52
C 8.37 0.12 25.83
C 7.10 -0.27 26.28
C 6.20 -0.95 25.48
C 6.47 -1.24 24.15
C 7.71 -0.84 23.68
H 9.09 0.59 26.51
H 6.79 -0.03 27.31
H 5.24 -1.27 25.93
H 5.74 -1.75 23.51
C 13.97 -7.58 22.21
C 13.03 -7.65 21.05
C 12.72 -8.87 20.43
C 11.84 -8.80 19.37
N 11.32 -7.65 18.94
C 11.74 -6.52 19.51
S 11.18 -5.07 18.66
N 12.52 -6.48 20.62
H 14.26 -8.58 22.55
H 13.50 -7.06 23.03
H 14.85 -6.99 21.92
H 13.15 -9.83 20.77
H 11.51 -9.69 18.84
*
```

HOMO level	-8.1	eV
molar mass	904.6	g/mol
orbital gap	6.192	eV

---

# 3
DFT (ωB97M-V/def2-TZVPD) results for C10H16Cl2Cu2MgO14S2 as an isolated structure in a non-equilibrium geometry.

Geometry as ORCA input:
```
! RIJCOSX wB97M-V def2-TZVPD def2/J DEFGRID3
* xyz 3 4
Mg 0.14 -1.78 0.68
Cu -1.11 -1.02 -3.24
Cu -3.99 -1.91 -0.74
S -1.62 -3.47 0.82
O -1.56 -2.19 1.43
O -0.25 -3.54 0.39
O -2.06 -4.25 2.01
O -2.59 -3.30 -0.21
S -1.24 -0.22 -0.71
O -0.23 0.00 0.31
O -0.73 -1.52 -1.24
O -2.65 -0.33 -0.26
O -1.21 0.53 -1.88
C 4.00 -1.24 -4.18
C 3.46 -2.15 -3.11
C 4.53 -2.69 -2.20
O 4.07 -2.47 -0.85
C 2.83 -1.97 -0.89
O 2.06 -1.67 0.05
O 2.51 -1.67 -2.19
H 4.21 -0.22 -3.88
H 3.27 -1.15 -4.98
H 4.87 -1.71 -4.64
H 3.12 -3.06 -3.60
H 5.45 -2.17 -2.45
H 4.71 -3.76 -2.36
C -1.72 2.79 3.27
C -1.19 1.50 4.01
C -0.06 0.68 3.26
O 0.98 0.74 4.25
C 0.55 1.28 5.44
O 1.30 1.47 6.37
O -0.62 1.89 5.23
H -0.95 3.56 3.29
H -2.71 3.15 3.51
H -1.77 2.50 2.22
H -2.08 0.87 4.04
H 0.28 1.25 2.39
H -0.28 -0.38 3.16
Cl -4.70 3.83 -1.10
C -3.25 2.90 -1.63
C -1.99 3.77 -1.53
Cl -1.96 5.23 -2.49
H -3.32 2.41 -2.60
H -3.44 2.10 -0.92
H -1.09 3.20 -1.74
H -2.00 4.21 -0.53
*
```

HOMO level (spin up / spin down)	-17.8 / -17.8	eV
<S²>	3.77
molar mass	646.7	g/mol
orbital gap (spin up / spin down)	9.038 / 3.363	eV